Below is a 14-piece molecular cluster, C71H167N9O14 overall at a distorted geometry, with properties calculated with ωB97M-V with the def2-TZVPD basis set.

```
261
Properties=species:S:1:pos:R:3:lowdin_charge:R:1
C -6.7380 -4.0963 -4.6146 -0.164
O -6.7853 -4.3850 -3.2214 -0.128
H -5.8583 -3.5675 -4.9814 0.076
H -6.6969 -5.0286 -5.1778 0.069
H -7.6539 -3.5528 -4.8464 0.076
H -7.6924 -4.5705 -2.9680 0.071
C 8.9607 1.2122 3.8585 -0.175
O 9.7230 2.3800 4.0604 -0.120
H 8.3344 1.0347 4.7329 0.073
H 8.3788 1.2878 2.9400 0.077
H 9.5891 0.3226 3.8158 0.074
H 10.6295 2.1177 4.2365 0.071
C -3.2000 -4.6750 5.5451 -0.171
O -2.0247 -4.4587 4.7991 -0.133
H -3.8240 -3.7882 5.4342 0.071
H -3.7939 -5.4695 5.0932 0.075
H -2.8725 -4.7621 6.5811 0.083
H -2.2470 -4.1782 3.9083 0.072
C -0.8380 7.1505 -0.1901 -0.177
O -1.0129 7.9223 0.9600 -0.126
H 0.2415 7.0191 -0.2639 0.079
H -1.4245 6.2320 -0.2140 0.080
H -1.1821 7.7506 -1.0325 0.071
H -0.2480 8.4891 1.0836 0.073
C 7.2620 -5.7379 -1.5768 -0.148
O 6.9396 -5.0959 -0.3152 -0.130
H 6.5231 -6.5089 -1.7954 0.078
H 7.3549 -5.1252 -2.4735 0.064
H 8.3078 -6.0154 -1.4455 0.074
H 6.0057 -5.2749 -0.1830 0.062
C -2.4485 -0.3237 -0.3009 -0.060
C -1.3442 -1.3542 -0.7341 -0.428
C 0.1205 -1.1171 -0.3449 -0.193
O 0.4420 0.1975 -0.7887 -0.176
C 1.6448 0.5611 -0.1963 -0.141
N -1.8765 -2.5514 -0.1227 0.006
H -2.2271 0.6048 -0.8271 0.062
H -2.4884 -0.0837 0.7616 0.077
H -3.4416 -0.5618 -0.6818 0.070
H -1.4188 -1.4910 -1.8129 0.130
H 0.7956 -1.8624 -0.7654 0.128
H 0.1280 -1.1735 0.7436 0.126
H 2.4678 -0.1490 -0.2770 0.088
H 1.4190 0.7431 0.8544 0.088
H 2.0060 1.5211 -0.5650 0.088
H -1.1690 -3.2021 -0.4328 0.064
H -2.7519 -2.8162 -0.5512 0.073
C -9.8104 -8.2360 2.0852 -0.069
C -11.0086 -8.2732 1.1729 -0.468
C -12.2980 -8.7847 1.7965 -0.205
O -11.9376 -10.1142 2.1846 -0.191
C -12.7307 -10.5924 3.2560 -0.103
N -11.1685 -6.9357 0.6093 0.030
H -10.1165 -7.7664 3.0200 0.078
H -8.9744 -7.6530 1.6987 0.078
H -9.4240 -9.2172 2.3611 0.076
H -10.7382 -8.9357 0.3507 0.140
H -13.0119 -8.7425 0.9739 0.120
H -12.6479 -8.0834 2.5541 0.125
H -12.3749 -11.5950 3.4934 0.089
H -13.7177 -10.6494 2.7970 0.084
H -12.7817 -9.9524 4.1369 0.086
H -11.8813 -6.9074 -0.1057 0.065
H -11.5305 -6.3701 1.3637 0.066
C 3.9993 -5.1400 5.0160 -0.064
C 3.9242 -6.6632 4.8853 -0.493
C 3.3994 -7.3330 6.1514 -0.161
O 3.1970 -8.7760 5.9941 -0.189
C 4.1119 -9.5069 6.7072 -0.160
N 3.0350 -6.8462 3.7966 0.037
H 4.8179 -4.9500 5.7102 0.077
H 3.0581 -4.7325 5.3850 0.081
H 4.2580 -4.7271 4.0410 0.081
H 4.9108 -7.0045 4.5717 0.140
H 2.4068 -6.9167 6.3233 0.122
H 3.9199 -7.1531 7.0920 0.123
H 4.1165 -10.5139 6.2900 0.088
H 3.8421 -9.4975 7.7633 0.091
H 5.1464 -9.2177 6.5223 0.088
H 2.2838 -6.4304 4.3284 0.065
H 2.8029 -7.8247 3.7034 0.075
C 2.4467 4.6227 -6.8293 -0.023
C 2.5984 3.6307 -8.0166 -0.473
C 3.9227 3.7560 -8.7368 -0.150
C 4.4464 2.5749 -9.5454 -0.170
C 4.3670 1.3035 -8.6529 -0.158
C 2.9334 1.0592 -8.2167 -0.503
N 2.4442 2.2240 -7.4445 -0.148
O 1.3529 1.9759 -6.6859 -0.006
C 1.9436 0.5218 -9.2788 -0.004
C 3.2457 -0.0329 -7.2080 -0.076
C 1.5020 3.8429 -9.0382 -0.053
H 3.2921 4.5594 -6.1443 0.081
H 1.4758 4.4673 -6.3588 0.078
H 2.4847 5.6479 -7.1976 0.081
H 3.8037 4.3943 -9.6123 0.115
H 4.6986 4.1666 -8.0907 0.118
H 5.4494 2.7036 -9.9524 0.113
H 3.7467 2.4404 -10.3702 0.096
H 5.0814 1.4742 -7.8474 0.122
H 4.7574 0.4467 -9.2020 0.118
H 2.4564 0.4927 -10.2401 0.079
H 1.6641 -0.5112 -9.0717 0.073
H 0.9964 1.0582 -9.2230 0.078
H 3.7521 0.3539 -6.3237 0.091
H 2.3251 -0.4524 -6.8021 0.075
H 3.7169 -0.8949 -7.6802 0.091
H 1.2726 4.8815 -9.2765 0.085
H 0.5418 3.5505 -8.6132 0.081
H 1.5746 3.2349 -9.9399 0.079
H 1.6532 1.9573 -5.7743 0.111
C -0.4201 -10.9943 -4.1483 -0.039
C -0.9437 -9.9794 -3.2203 -0.517
C -2.5180 -9.9718 -3.4296 -0.119
C -3.1935 -11.2231 -2.7422 -0.159
C -2.7643 -11.2249 -1.2739 -0.172
C -1.2834 -11.2239 -0.9220 -0.497
N -0.7085 -10.1687 -1.7599 -0.108
O 0.6147 -9.8667 -1.4524 -0.010
C -1.1888 -10.8114 0.5852 -0.038
C -0.6618 -12.6697 -1.0028 -0.020
C -0.5647 -8.5869 -3.5981 -0.056
H 0.6678 -11.0327 -4.2047 0.093
H -0.8474 -10.9543 -5.1502 0.097
H -0.5610 -12.0077 -3.7726 0.066
H -3.0770 -9.1287 -3.0236 0.113
H -2.8332 -10.0150 -4.4721 0.107
H -2.7444 -12.1492 -3.1008 0.094
H -4.2763 -11.2297 -2.8670 0.109
H -3.1945 -12.0714 -0.7387 0.118
H -3.2637 -10.3696 -0.8187 0.113
H -1.6418 -11.5141 1.2846 0.082
H -0.1364 -10.9869 0.8084 0.075
H -1.6088 -9.8198 0.7533 0.086
H 0.4238 -12.6428 -0.9091 0.080
H -1.0652 -13.4408 -0.3466 0.082
H -0.8789 -12.9841 -2.0237 0.052
H -0.9293 -8.3256 -4.5916 0.092
H 0.5149 -8.4972 -3.7188 0.080
H -0.8268 -7.8345 -2.8543 0.093
H 0.4670 -9.1250 -0.8612 0.104
C 4.5532 13.2547 0.1172 -0.035
C 3.7978 11.9499 -0.2016 -0.460
C 4.3528 11.2862 -1.4464 -0.130
C 5.7442 10.5889 -1.2750 -0.185
C 5.7008 9.6054 -0.1368 -0.146
C 5.1017 10.1663 1.2559 -0.420
N 3.8452 10.9378 0.9750 -0.145
O 3.1520 11.3045 2.0970 -0.018
C 4.7288 8.9627 2.2395 -0.023
C 6.2129 11.0421 1.9436 -0.040
C 2.2729 12.3226 -0.4384 -0.020
H 5.6407 13.2091 0.0593 0.067
H 4.2903 13.4235 1.1615 0.075
H 4.2749 14.0752 -0.5441 0.083
H 3.6696 10.5034 -1.7759 0.117
H 4.5742 12.0774 -2.1627 0.120
H 6.5885 11.2630 -1.1307 0.102
H 6.0214 10.0146 -2.1590 0.108
H 6.7064 9.2271 0.0467 0.110
H 5.1699 8.6853 -0.3809 0.111
H 3.7355 8.5545 2.0529 0.073
H 5.4310 8.1929 1.9193 0.070
H 4.7482 9.2156 3.2995 0.075
H 5.8510 11.5075 2.8603 0.075
H 6.9994 10.3387 2.2168 0.078
H 6.7091 11.7808 1.3142 0.062
H 1.7478 12.5190 0.4964 0.072
H 1.7752 11.5016 -0.9546 0.075
H 2.1972 13.2470 -1.0109 0.075
H 3.5996 12.0977 2.4005 0.077
C -11.7061 0.6433 0.9368 -0.034
C -11.1348 1.2881 2.2373 -0.421
C -10.1926 2.4895 1.7564 -0.116
C -10.9721 3.8286 1.3759 -0.150
C -12.0633 4.1863 2.4677 -0.133
C -12.9274 2.9928 3.0113 -0.479
N -12.1091 1.8035 3.2901 -0.146
O -12.7703 0.7987 3.9013 -0.008
C -13.6293 3.5377 4.2734 -0.053
C -14.0619 2.8146 1.9274 -0.034
C -10.1597 0.2385 2.9495 -0.045
H -12.5587 0.0573 1.2799 0.080
H -10.9102 0.0737 0.4569 0.082
H -12.0782 1.4068 0.2537 0.061
H -9.5370 2.7405 2.5902 0.103
H -9.6140 2.1920 0.8819 0.106
H -11.5232 3.7035 0.4438 0.086
H -10.3186 4.7004 1.3452 0.098
H -12.7010 4.9050 1.9531 0.112
H -11.5485 4.5643 3.3510 0.107
H -14.2937 4.3713 4.0459 0.080
H -14.3315 2.7952 4.6525 0.076
H -13.0274 3.8671 5.1203 0.081
H -14.5518 1.8706 2.1661 0.079
H -14.8288 3.5849 2.0073 0.074
H -13.7062 2.8634 0.8982 0.065
H -9.9527 0.6261 3.9470 0.072
H -9.1970 0.0058 2.4944 0.077
H -10.5751 -0.7564 3.1099 0.070
H -12.2802 0.7921 4.7267 0.111
C 10.3007 1.8384 -3.9256 -0.019
C 11.8972 1.6167 -4.0876 -0.451
C 12.5092 0.7688 -2.9436 -0.143
C 12.3191 -0.7662 -3.1594 -0.138
C 13.0012 -1.1279 -4.5322 -0.138
C 12.4514 -0.3474 -5.7095 -0.510
N 12.2822 1.1327 -5.4205 -0.144
O 11.7707 1.8607 -6.4305 0.003
C 13.3547 -0.5390 -6.9350 -0.042
C 11.1384 -0.9626 -6.0797 -0.053
C 12.4835 3.0399 -3.8857 -0.059
H 9.6971 0.9577 -4.1447 0.060
H 9.9234 2.6669 -4.5251 0.068
H 10.0114 2.1876 -2.9344 0.070
H 13.5425 0.9467 -2.6455 0.113
H 12.0372 0.9656 -1.9810 0.110
H 11.2669 -1.0360 -3.2491 0.099
H 12.7909 -1.1601 -2.2591 0.104
H 12.9052 -2.1990 -4.7098 0.113
H 14.0901 -1.0819 -4.5146 0.112
H 14.3579 -0.1705 -6.7207 0.083
H 13.3596 -1.5777 -7.2657 0.086
H 13.0649 -0.0453 -7.8625 0.078
H 10.4103 -0.8824 -5.2725 0.071
H 10.7593 -0.4564 -6.9674 0.089
H 11.2493 -2.0303 -6.2690 0.088
H 13.5707 3.0039 -3.9546 0.078
H 12.3227 3.4833 -2.9031 0.084
H 12.1381 3.7036 -4.6784 0.073
H 12.5489 2.3718 -6.6646 0.113
C -4.1647 6.3161 6.2567 -0.034
C -3.3046 6.2568 7.4880 -0.491
C -3.9589 5.5211 8.6673 -0.116
C -3.9067 3.9298 8.6118 -0.180
C -2.5167 3.4973 8.4168 -0.203
C -1.7492 4.1161 7.2649 -0.469
N -1.9833 5.6095 7.3083 -0.151
O -1.1528 6.3618 6.5935 0.010
C -0.2991 3.7396 7.5517 -0.040
C -2.2274 3.5167 5.9326 -0.025
C -3.1505 7.7504 8.0113 -0.034
H -4.4395 5.2924 6.0028 0.071
H -3.6707 6.8086 5.4192 0.086
H -5.1145 6.8318 6.3983 0.090
H -3.3819 5.6113 9.5876 0.114
H -4.9594 5.8717 8.9209 0.115
H -4.5935 3.5517 7.8546 0.101
H -4.2845 3.5546 9.5629 0.110
H -2.5259 2.4098 8.3437 0.123
H -1.9621 3.4053 9.3507 0.121
H -0.1990 2.6550 7.5109 0.087
H 0.3116 4.2236 6.7895 0.080
H 0.1608 4.0188 8.4997 0.087
H -1.8082 2.5414 5.6854 0.083
H -3.3118 3.4397 5.8536 0.068
H -1.9374 4.1200 5.0724 0.080
H -4.1097 8.1862 8.2911 0.077
H -2.7408 8.4504 7.2832 0.071
H -2.4788 7.8688 8.8615 0.081
H -1.6232 6.4152 5.7584 0.088
```

**HOMO level**: -7.79 eV
**Electronic energy**: -118392.30931 eV
**Net charge**: 0
**ΔE to the lowest compared entry with this formula, charge and spin**: 0.00 kcal/mol